[1]
The following is a DFT calculation (the ωB97M-V functional and the def2-TZVPD basis) of a structure of composition C31H40N6PS2Se2Zr.

The geometry in XYZ format:
```
83
Properties=species:S:1:pos:R:3:forces:R:3:mulliken_charge:R:1
Zr 0.8621 0.3600 -0.0627 -0.338 -0.582 0.110 -0.324
C -0.3211 1.8057 2.8077 -0.265 0.047 0.194 -1.579
N 0.9436 1.6783 2.0369 0.289 0.050 -0.115 1.082
C 1.9349 1.1286 2.9960 0.100 0.121 0.145 -1.351
C 1.3934 3.0601 1.7148 -0.047 0.210 -0.178 -0.875
C 0.6190 3.6634 0.5653 0.067 0.066 0.157 -1.021
N 1.0841 3.1143 -0.7291 -0.331 -0.168 0.268 0.985
C 2.3640 3.7839 -1.0529 0.180 -0.023 -0.041 -1.427
C 0.1291 3.5349 -1.7774 -0.013 0.027 -0.110 -1.028
H -0.1482 2.4439 3.6789 0.094 0.003 -0.038 0.481
H -0.6451 0.8368 3.1692 0.040 -0.059 -0.043 0.352
H -1.1176 2.2483 2.2191 0.035 -0.035 -0.089 0.450
H 1.9392 1.7310 3.9082 -0.031 0.021 -0.013 0.449
H 2.9315 1.1754 2.5702 -0.199 0.088 0.053 0.246
H 1.6867 0.1065 3.2718 -0.048 -0.032 -0.037 0.335
H 2.4555 3.0311 1.4678 0.003 -0.028 0.062 0.305
H 1.2852 3.6891 2.6020 0.038 -0.054 0.049 0.547
H 0.7475 4.7506 0.5862 -0.018 0.009 -0.084 0.509
H -0.4473 3.4696 0.6710 -0.004 -0.010 -0.007 0.336
H 2.2524 4.8684 -0.9648 -0.059 -0.011 0.008 0.548
H 2.6559 3.5654 -2.0761 -0.046 0.005 0.030 0.439
H 3.1651 3.4710 -0.3852 -0.021 -0.014 -0.024 0.284
H 0.0740 4.6265 -1.8322 0.025 -0.003 0.036 0.438
H -0.8724 3.1652 -1.5697 0.020 0.005 0.006 0.245
H 0.4562 3.1675 -2.7494 0.000 -0.011 0.030 0.256
C 4.4319 -0.1581 1.4632 0.267 -0.135 -0.044 -1.830
C 4.2304 0.5308 0.1533 0.310 0.017 -0.084 0.087
N 3.0828 0.6091 -0.5050 0.102 0.317 -0.231 2.331
C 3.2677 1.0967 -1.7958 0.466 -0.098 -0.075 -0.476
C 4.5475 1.4581 -2.0659 -0.034 -0.103 0.026 -0.554
S 5.5647 1.1250 -0.7383 -0.434 -0.051 0.162 -0.124
C 2.1758 1.0516 -2.7628 -0.079 -0.101 -0.353 -0.187
C 2.2734 1.3664 -4.0790 0.000 0.055 0.022 -0.822
S 0.8367 0.9620 -4.8996 -0.052 -0.098 0.362 -0.114
C 0.1465 0.3862 -3.4372 0.041 0.040 -0.223 0.295
N 0.9473 0.5093 -2.3966 0.231 0.352 0.169 1.256
C -1.2185 -0.2078 -3.4613 -0.134 -0.007 -0.128 -0.729
H 3.5187 -0.6405 1.8056 0.062 -0.012 -0.023 0.319
H 4.8123 0.5152 2.2326 -0.060 0.002 -0.016 0.505
H 5.1939 -0.9313 1.3464 -0.032 -0.027 -0.047 0.478
H 4.9378 1.8801 -2.9786 0.040 -0.058 0.008 0.502
H 3.1153 1.7842 -4.6086 0.000 -0.031 0.014 0.491
H -1.3020 -0.9187 -4.2844 0.055 0.006 -0.003 0.557
H -1.9694 0.5663 -3.6350 0.006 0.000 0.061 0.359
H -1.4567 -0.7160 -2.5350 0.004 -0.013 -0.002 -0.345
Se -0.1513 -1.4663 1.7000 -0.326 0.210 -0.309 -0.385
P -2.0910 -0.6536 1.0329 -0.540 -0.046 0.300 0.151
Se -1.6639 1.0386 -0.3360 -0.039 -0.207 0.112 -0.640
C -3.1184 -1.8530 0.1511 0.389 0.146 0.033 1.219
C -3.9661 -1.4240 -0.8688 0.052 -0.023 -0.003 -0.288
C -4.9068 -2.3030 -1.3818 -0.018 -0.024 -0.023 -0.775
C -4.9983 -3.5943 -0.8786 0.004 0.018 -0.018 -0.558
C -4.1437 -4.0190 0.1312 0.011 -0.052 0.035 -0.772
C -3.1995 -3.1506 0.6538 0.075 0.020 -0.026 -0.492
C -3.1087 -0.1104 2.4253 0.326 0.038 -0.254 0.946
C -4.1444 0.7878 2.1733 0.060 -0.021 0.023 -0.455
C -5.0289 1.0967 3.1930 -0.041 0.024 -0.033 -0.797
C -4.8784 0.5111 4.4442 -0.001 -0.006 0.019 -0.555
C -3.8406 -0.3782 4.6884 0.001 -0.021 0.039 -0.786
C -2.9462 -0.6948 3.6777 0.041 0.008 -0.046 -0.161
H -3.9033 -0.4139 -1.2539 -0.044 0.006 0.000 0.391
H -5.5748 -1.9770 -2.1676 -0.004 -0.006 0.004 0.473
H -5.7425 -4.2730 -1.2733 0.005 -0.002 -0.001 0.435
H -4.2212 -5.0252 0.5206 0.001 0.001 -0.007 0.485
H -2.5335 -3.4761 1.4450 -0.045 -0.030 0.013 0.436
H -4.2543 1.2391 1.1939 -0.080 0.016 0.018 0.410
H -5.8409 1.7883 3.0129 0.015 0.005 -0.004 0.463
H -5.5761 0.7508 5.2354 0.006 0.004 -0.002 0.435
H -3.7292 -0.8281 5.6656 -0.001 0.002 -0.005 0.470
H -2.1323 -1.3867 3.8622 -0.033 -0.010 0.041 0.430
N 2.0687 -5.6698 -2.3163 -0.003 -0.039 0.017 -0.418
C 1.8823 -4.4348 -1.8576 0.000 0.234 0.081 0.956
C 0.5957 -3.8547 -1.7580 -0.014 -0.127 -0.063 -1.110
C 0.4572 -2.5835 -1.2875 -0.006 0.086 -0.047 -0.399
N 1.4831 -1.7853 -0.8998 -0.008 0.091 0.174 1.139
C 2.7087 -2.3464 -0.9941 0.030 0.067 -0.025 -0.838
C 2.9528 -3.6139 -1.4415 0.007 -0.128 -0.057 -1.069
H 1.2930 -6.2509 -2.5864 0.009 -0.007 -0.019 0.220
H 2.9887 -6.0735 -2.3747 -0.003 -0.016 0.005 0.215
H -0.2803 -4.4252 -2.0382 -0.028 0.070 -0.009 0.445
H -0.5396 -2.1678 -1.2043 -0.036 -0.025 0.036 0.198
H 3.5504 -1.7408 -0.6981 0.010 0.025 0.034 0.479
H 3.9695 -3.9827 -1.4737 0.001 0.038 0.002 0.421
```
Positions in Å, forces in eV/Å.

Properties
E_HOMO = -0.594 hartree
2S+1 = 1
net charge = +3
energy above the lowest of the compared OMol25 structures with the same formula, charge and spin = 0.0 kcal/mol
Kohn-Sham gap = 0.2633 Eh

=====

[2]
The following is a DFT calculation (the ωB97M-V functional and the def2-TZVPD basis) of a cluster of 4 separate species, C29H52N9O5S in total.

The geometry in XYZ format:
```
96
Properties=species:S:1:pos:R:3:forces:R:3:mulliken_charge:R:1
C 4.6504 -4.2926 1.1823 -0.545 0.452 -0.037 -1.409
C 4.2047 -2.8778 0.8454 -0.269 -0.297 0.328 -0.285
N 2.8140 -2.6979 1.3083 0.099 0.174 -0.328 -0.157
C 2.1596 -1.5121 0.7584 -0.129 -0.221 -0.056 -0.431
C 3.0053 -0.2504 0.8489 0.095 -0.067 -0.498 -1.978
C 2.1651 1.0219 0.7763 -0.031 -0.031 0.458 0.834
N 2.0601 1.6524 2.1018 -0.421 -0.364 -0.151 -0.622
C 0.8022 0.7350 0.1576 0.230 0.839 -0.004 -2.016
N 0.0071 -0.2139 0.9888 -0.448 -0.325 -0.528 1.140
C -1.2527 -0.6498 0.3007 -0.180 0.407 0.019 -1.446
C -2.2327 0.5111 0.0730 0.164 -0.159 -0.406 0.188
C -3.6048 0.1435 0.6044 0.363 0.111 -0.392 -0.565
O -3.8151 0.2416 1.7729 -0.373 0.174 0.952 -0.478
N -4.5534 -0.3253 -0.3403 0.076 -0.137 -0.556 0.043
C -4.7318 -1.7474 -0.2956 -0.481 -0.478 0.056 0.306
C -3.7309 -2.6257 -0.7019 -0.069 -0.199 0.097 0.431
C -3.9384 -4.0020 -0.6476 -0.479 -0.081 0.184 -1.115
C -5.1525 -4.5289 -0.2061 0.177 0.789 -0.037 -0.497
C -6.1568 -3.6492 0.1923 0.420 -0.012 -0.180 -0.650
C -5.9450 -2.2755 0.1556 0.153 -0.137 -0.088 -0.683
C 0.7992 -1.4140 1.4564 0.646 -0.193 0.726 -0.641
C 0.8553 -1.4346 2.9911 -0.191 -0.174 0.174 -1.244
C -0.1417 -2.4518 3.5451 -0.192 0.287 -0.254 -0.747
S -0.4588 -2.2116 5.3161 0.005 -0.259 0.269 -0.196
C -2.1995 -2.1288 5.2324 0.253 -0.114 -0.006 0.507
N -3.0860 -2.9793 5.6082 0.118 0.082 0.077 -0.298
N -4.3194 -2.4129 5.2984 0.149 0.132 -0.132 -0.385
C -4.0626 -1.2843 4.7403 0.021 -0.420 0.241 -0.022
O -2.7345 -1.0189 4.6637 -0.561 0.205 -0.130 -0.199
H 5.7243 -4.3769 1.0883 0.159 -0.244 -0.045 0.411
H 4.1392 -5.0025 0.5369 0.166 -0.202 -0.158 0.368
H 4.3332 -4.5054 2.1984 0.225 -0.117 0.247 0.333
H 4.2937 -2.6946 -0.2266 0.121 0.117 -0.159 0.320
H 4.8290 -2.1764 1.3860 0.144 0.240 -0.062 0.306
H 2.2956 -3.5029 0.9666 -0.023 -0.095 0.147 0.331
H 1.9466 -1.6843 -0.3056 -0.065 0.143 -0.159 0.483
H 3.6543 -0.2403 -0.0196 0.302 -0.027 0.008 0.466
H 3.6703 -0.2548 1.7053 -0.076 0.124 0.299 0.376
H 2.6502 1.7267 0.1095 0.172 0.130 -0.089 0.527
H 1.2260 2.2254 2.1882 0.161 0.236 0.006 0.282
H 2.0068 0.9462 2.8259 0.157 0.077 0.097 0.212
H 0.8663 0.3994 -0.8724 0.010 -0.411 -0.054 0.558
H 0.2628 1.6793 0.1428 -0.271 0.007 -0.058 0.521
H -0.3053 0.3125 1.8040 0.211 -0.095 0.231 0.826
H -0.9573 -1.1235 -0.6283 0.110 -0.084 -0.121 0.451
H -1.7230 -1.3859 0.9396 0.094 -0.233 0.181 0.703
H -2.2899 0.7630 -0.9769 0.033 0.010 -0.179 -0.292
H -1.9165 1.4064 0.6011 0.028 0.057 0.256 0.698
H -5.4404 0.1499 -0.2417 -0.085 -0.016 0.319 0.380
H -2.7917 -2.2611 -1.0869 -0.001 0.074 -0.088 0.584
H -3.1692 -4.6844 -0.9717 0.202 0.020 -0.074 0.425
H -5.3184 -5.5908 -0.1802 0.015 -0.206 0.003 0.434
H -7.0980 -4.0444 0.5367 -0.173 0.039 0.059 0.408
H -6.7340 -1.6097 0.4751 -0.035 0.099 0.045 0.371
H 0.2588 -2.3075 1.1618 -0.340 0.005 -0.268 0.894
H 0.6000 -0.4660 3.4204 0.010 0.151 -0.010 0.608
H 1.8527 -1.6967 3.3260 0.216 0.060 -0.064 0.324
H -1.0927 -2.3135 3.0363 -0.182 -0.057 0.019 0.201
H 0.1757 -3.4707 3.3469 0.157 -0.136 0.061 0.540
H -4.7831 -0.5921 4.3572 0.044 0.306 -0.163 0.480
C -2.6802 -0.3785 -3.4262 0.073 -0.016 -0.019 -0.937
C -1.6194 -0.2503 -4.4967 0.043 0.049 -0.165 0.526
O -0.5160 -0.7576 -4.3405 0.042 0.023 0.171 -0.703
N -1.9278 0.4481 -5.6098 -0.039 -0.108 0.185 -0.111
C -3.1777 1.1112 -5.9439 0.245 0.077 -0.155 -0.749
H -2.2481 -0.9857 -2.6379 -0.015 -0.024 -0.012 0.001
H -2.9512 0.5954 -3.0162 -0.164 0.003 -0.093 0.472
H -3.5787 -0.8742 -3.7923 -0.051 0.081 0.020 0.500
H -1.1733 0.4997 -6.2773 0.004 0.088 -0.013 0.243
H -3.5904 0.6880 -6.8600 -0.089 0.003 0.041 0.341
H -2.9881 2.1741 -6.1015 -0.067 -0.007 0.004 0.197
H -3.9037 0.9915 -5.1458 -0.004 -0.043 0.022 0.286
C 5.3461 2.8693 2.3995 -0.049 0.020 -0.088 -1.293
C 6.0144 2.0471 1.3243 0.119 0.024 -0.110 0.832
O 5.4137 1.6569 0.3287 -0.196 -0.027 0.109 -0.643
N 7.3256 1.7531 1.4887 -0.076 0.013 0.117 -0.182
C 8.2031 2.1279 2.5847 0.054 -0.153 -0.262 -0.833
H 4.3063 3.0181 2.1286 -0.006 -0.053 -0.025 0.151
H 5.3852 2.3540 3.3600 0.041 0.069 0.042 0.372
H 5.8313 3.8410 2.4967 0.038 -0.025 0.082 0.476
H 7.7145 1.2097 0.7338 0.031 0.017 -0.011 0.242
H 9.0367 2.7215 2.2087 0.008 0.043 0.080 0.295
H 8.6033 1.2344 3.0652 0.009 0.047 0.077 0.284
H 7.6669 2.7109 3.3246 -0.025 0.010 0.003 0.320
C -0.6866 6.0481 -4.9978 -0.007 -0.023 -0.038 -1.433
C -1.1277 4.6059 -4.9540 0.020 -0.027 -0.024 0.922
O -1.2465 3.9301 -5.9600 -0.037 -0.044 -0.033 -0.612
N -1.3945 4.0646 -3.7296 0.028 0.130 0.040 -0.018
C -1.3160 4.7013 -2.4303 -0.099 -0.337 -0.106 -0.811
H -0.5156 6.3220 -6.0335 -0.014 -0.051 -0.027 0.303
H -1.4557 6.7008 -4.5835 0.053 0.030 0.052 0.376
H 0.2402 6.1865 -4.4398 -0.036 0.054 0.046 0.388
H -1.6761 3.0981 -3.7754 0.014 -0.020 -0.019 0.054
H -0.5946 4.1774 -1.7969 0.026 0.106 0.047 0.186
H -2.2911 4.6802 -1.9385 0.030 0.095 0.050 0.266
H -1.0012 5.7340 -2.5267 0.010 0.021 -0.012 0.385
```
Positions in Å, forces in eV/Å.

Properties
E_HOMO = -0.418 hartree
2S+1 = 1
net charge = +1
Kohn-Sham gap = 0.3276 Eh

=====

[3]
The following is a DFT calculation (the ωB97M-V functional and the def2-TZVPD basis) of an isolated molecule of C4H2O.

The geometry in XYZ format:
```
7
Properties=species:S:1:pos:R:3:forces:R:3:mulliken_charge:R:1
C -0.5327 -0.6634 -0.0802 4.472 0.769 0.071 -0.416
C -0.4901 0.6857 -0.0503 2.675 1.491 -0.647 -0.072
C 0.8612 -0.9541 0.0884 -2.169 -4.183 0.153 -0.005
C 0.9620 0.9258 0.0385 -3.038 3.923 -0.027 -0.297
O 1.7799 -0.0891 -0.1736 0.244 0.289 -0.419 0.002
H -1.2563 -1.2761 0.2189 -2.751 -2.729 0.600 0.411
H -1.3239 1.3713 -0.0418 0.567 0.441 0.269 0.377
```
Positions in Å, forces in eV/Å.

Properties
E_HOMO (alpha / beta) = -0.317 / -0.318 hartree
2S+1 = 1
structure (SMILES) = c1cc2oc1=2
energy above the lowest of the compared OMol25 structures with the same formula, charge and spin = 108.2 kcal/mol
Kohn-Sham gap (alpha / beta) = 0.2811 / 0.2815 Eh